48
Properties=species:S:1:pos:R:3:forces:R:3 method="wB97M-V/def2-TZVPD" lumo_ev=-0.16 orbital_gap_ha=0.2978 homo_energy_ha=-0.3036 e_above_lowest_kj_mol=1329.4 fmax_ev_per_a=9.36 charge=0
C 3.520362 -0.005257 -0.637754 1.3 -0.5 -1.0
O 4.384572 -0.857977 -1.460774 -0.8 1.3 1.1
H 4.069632 0.522893 0.141636 0.3 -0.5 0.5
H 3.112382 0.838053 -1.194984 -0.4 -0.3 -0.5
H 2.726722 -0.627467 -0.224124 1.0 -0.3 -0.6
H 5.183872 -0.332367 -1.541134 0.3 -0.2 -0.3
C -1.688588 0.762093 2.737936 -3.5 -1.9 1.1
O -1.038258 1.172183 1.575926 0.2 5.4 7.7
H -1.221158 0.831073 3.720206 0.9 -0.1 -0.5
H -2.665978 1.214143 2.906626 0.0 0.9 -0.4
H -2.035628 -0.246357 2.512796 0.4 -0.4 0.5
H -0.453318 1.805543 1.998196 0.8 0.5 -1.1
C 0.393612 -1.609417 1.544896 0.9 -1.9 -0.8
O -0.160748 -2.128417 0.350816 4.5 -1.7 5.8
H 1.167972 -0.881437 1.303046 -2.4 -0.5 0.2
H -0.374278 -1.367587 2.279716 0.2 0.4 0.0
H 1.047492 -2.343887 2.015106 -0.3 -0.7 0.0
H -0.463458 -1.353087 -0.127554 0.2 0.8 0.0
C 0.632192 0.624953 -0.275854 -1.3 0.3 -1.4
O -0.540108 -0.083247 0.026276 2.0 2.5 -4.6
H 1.519862 0.081683 0.048206 -1.0 1.3 -0.1
H 0.663272 0.765853 -1.356264 0.5 -0.8 -0.2
H 0.513012 1.687173 -0.062344 0.5 0.1 1.1
H -0.885988 0.287393 0.841506 0.6 -1.0 -0.5
C 2.554822 -0.329907 2.492486 2.2 0.3 0.5
O 3.716242 -1.144087 2.780516 -0.9 0.1 0.8
H 1.669052 -0.698167 3.010076 0.6 -0.2 0.2
H 2.720162 0.681463 2.863836 0.2 0.3 -0.1
H 2.400672 -0.309847 1.413636 0.7 0.5 1.2
H 4.330662 -1.257937 2.051726 -0.4 0.3 -0.3
C -1.634268 -1.688457 -1.574574 -0.5 -1.1 0.7
O -1.343228 -2.987067 -1.108614 -3.7 -1.5 -5.0
H -1.907528 -1.069867 -0.719714 -0.8 -0.2 -0.7
H -0.751388 -1.208957 -1.997314 0.2 0.0 -0.4
H -2.453858 -1.505167 -2.269394 0.2 -2.1 0.3
H -0.683678 -2.872157 -0.420584 -0.2 -1.8 -0.1
C -2.504278 1.957253 -0.561794 -0.5 -0.6 0.4
O -3.718538 1.314743 -1.019414 -0.1 1.9 2.2
H -1.730098 2.046403 -1.323894 -0.5 0.3 0.2
H -2.674308 2.941003 -0.124294 -0.6 0.3 -0.4
H -1.993818 1.422723 0.239336 -1.6 0.4 -1.4
H -3.456588 0.812343 -1.794384 -0.1 0.2 0.2
C -1.391548 1.024263 -3.228944 1.3 3.1 0.1
O -2.478038 0.382233 -2.711824 -0.5 -1.2 -2.4
H -1.541938 2.076173 -2.986064 -0.4 0.4 -0.6
H -0.523188 0.918253 -2.578704 0.3 -1.1 -0.8
H -1.213848 1.082273 -4.302794 0.0 -1.0 0.0
H -2.798938 -0.344027 -3.251414 0.3 0.2 -0.3



51
Properties=species:S:1:pos:R:3:forces:R:3 method="wB97M-V/def2-TZVPD" lumo_ev=0.05 orbital_gap_ha=0.3087 homo_energy_ha=-0.3069 e_above_lowest_kj_mol=389.2 fmax_ev_per_a=7.35 charge=0
C -0.509201 -1.869806 2.877586 1.1 2.4 2.4
C -1.153874 -0.768895 2.036802 -3.2 -5.1 0.5
C -2.296212 -1.086222 1.401540 1.2 2.4 -1.3
C -3.265618 -2.098456 1.695918 1.0 -2.1 1.7
C -2.512282 -0.364365 0.049457 -1.2 1.0 3.4
C -1.723744 -1.072061 -1.008872 0.7 -0.1 -0.9
C -2.520918 -1.397558 -2.300784 -1.8 -0.8 2.5
C -2.732230 -0.115379 -3.061591 0.8 4.0 -3.1
H -0.943006 -1.828350 3.956310 1.5 0.5 -1.2
H -0.665985 -2.917102 2.720497 -0.4 -0.4 -1.4
H 0.610107 -1.646846 2.708587 -1.5 -0.7 1.2
H -0.630786 -0.055485 1.553431 2.2 2.4 -0.8
H -4.249092 -1.875438 1.432358 -1.7 0.7 -0.3
H -3.192193 -2.444391 2.723916 -0.3 0.2 0.4
H -3.023753 -3.002327 1.177640 0.2 -0.8 -0.9
H -2.235352 0.625167 0.434316 0.3 0.4 -1.3
H -3.600506 -0.292557 -0.000332 -0.1 -0.1 -1.1
H -1.452906 -2.018176 -0.510541 0.3 0.3 -0.7
H -0.792493 -0.431190 -1.234747 -1.3 -1.3 0.1
H -3.513086 -1.932723 -1.797557 2.1 1.3 -1.9
H -1.990138 -2.149326 -2.878698 -0.1 -0.1 -0.1
H -2.202061 -0.047254 -4.169938 -0.9 -0.7 2.7
H -2.203647 0.801922 -2.530223 -1.2 -2.1 -1.0
H -3.742868 0.320854 -3.382684 0.9 -1.3 1.0
O 2.688242 3.739602 -2.071760 -3.9 0.2 -1.5
H 3.044876 3.339017 -2.838409 1.2 -0.5 -0.5
H 3.253060 3.911712 -1.385669 2.7 0.2 2.0
O 0.005269 4.326542 0.006029 -0.1 1.6 0.8
H -0.161164 4.113706 -0.905008 0.2 -0.6 -0.6
H 0.289828 3.560198 0.477049 -0.1 -1.1 -0.1
O 2.443898 3.095912 2.207892 -2.5 0.4 -2.1
H 1.996528 3.673770 1.462795 2.2 -1.1 2.3
H 3.342076 3.313361 2.433534 0.4 0.9 -0.4
O 4.469624 1.187781 0.331858 -1.1 -0.6 1.1
H 3.880658 1.678731 0.998535 1.1 -1.6 -1.6
H 4.296403 0.190672 0.421410 0.1 2.4 0.4
O 1.791537 -2.779547 -2.022349 -5.0 5.3 -0.7
H 1.778174 -2.365651 -2.893510 0.3 -0.5 0.2
H 2.371310 -3.415746 -1.943105 4.8 -5.1 0.1
O -0.703060 1.932952 -1.751238 0.2 0.4 -0.4
H 0.174321 1.552139 -1.749980 0.6 0.0 -0.2
H -0.878693 1.927684 -0.816515 -0.4 0.0 0.7
O 3.552441 -0.863893 2.043504 2.6 1.5 -3.0
H 3.283252 -0.233807 2.646639 -1.0 1.7 2.1
H 3.204998 -1.670701 2.239712 -1.7 -3.3 1.0
O 1.271542 0.990709 0.289033 -1.0 1.9 0.7
H 1.617056 1.456687 1.098758 0.1 -1.4 -1.2
H 1.680700 0.171797 0.030757 1.0 -0.4 0.7
O 0.732252 -1.843288 0.244973 1.1 -0.4 1.3
H 0.866718 -2.296031 -0.586555 0.0 0.3 -0.6
H 0.249997 -1.028343 0.139229 -0.3 -0.1 -0.3



54
Properties=species:S:1:pos:R:3:forces:R:3 method="wB97M-V/def2-TZVPD" lumo_ev="0.25 / -5.95" orbital_gap_ha="0.3566 / 0.1249" spin_multiplicity=2 homo_energy_ha="-0.3473 / -0.3435" e_above_lowest_kj_mol=9.1 fmax_ev_per_a=6.31 charge=0
O -1.201359 -1.378030 -0.962772 -0.9 -1.7 1.9
H -1.720490 -0.674310 -0.566704 -0.9 1.0 0.4
H -1.587519 -1.592234 -1.815181 -0.8 -0.2 -1.0
H -0.314375 -1.050917 -1.129639 2.1 0.8 -0.3
B 1.259686 -0.233025 -1.713189 0.1 1.2 -0.5
H 1.784740 0.186541 -2.557300 1.6 1.4 -3.0
H 1.901422 -0.318343 -0.849975 2.5 -0.4 3.2
H 0.416367 0.358150 -1.391356 -3.2 2.2 0.7
H 0.930743 -1.242095 -1.907664 -1.4 -4.2 -1.4
B -1.712636 -1.741657 -3.699680 -4.9 -0.6 1.3
H -2.007826 -2.684921 -3.266832 -0.1 -3.6 1.7
H -0.642303 -1.625616 -3.627932 6.3 0.4 -0.8
H -1.945732 -1.632915 -4.747576 0.6 0.8 -4.5
H -2.168054 -0.970262 -3.098193 -1.4 2.9 1.6
C 2.907822 3.032804 -0.228379 -0.1 -0.4 -0.4
C 1.713680 2.652042 0.681864 -0.5 -0.7 -0.8
O 0.456864 2.399700 -0.017498 0.9 1.0 0.6
O 3.079685 2.337931 -1.476897 -0.2 0.8 0.8
H 3.845577 2.923007 0.316289 0.0 -0.1 0.5
H 2.830658 4.103973 -0.414787 -0.2 0.0 -0.5
H 1.593237 3.485957 1.373370 -0.3 -0.1 0.0
H 1.831958 1.728269 1.248222 0.8 0.1 0.3
H 0.535786 1.481654 -0.286878 -0.2 -0.1 -0.3
H 2.555320 1.534106 -1.499170 -0.2 -0.2 0.0
C -4.300886 2.032090 -0.146532 -1.0 -0.2 -1.6
C -4.424137 0.677638 -0.823013 1.2 -0.2 0.5
O -3.102404 0.363073 -1.335524 0.0 -0.4 0.6
O -4.109521 2.998678 -1.192637 0.0 0.1 0.9
H -3.522604 1.931447 0.609941 0.3 0.5 -0.2
H -5.235515 2.276706 0.358173 0.0 0.2 0.0
H -5.146845 0.544714 -1.628089 -0.2 0.5 0.2
H -4.600889 -0.039658 -0.021547 -0.2 -0.4 -0.2
H -2.949729 0.563141 -2.261947 -0.5 0.3 -0.1
H -3.182701 3.025099 -1.441432 0.2 0.0 0.1
C -0.478317 -0.603373 4.122600 0.3 -0.6 1.7
C -1.181811 -1.184335 2.925451 1.5 1.1 -0.6
O -0.948635 -0.294100 1.798082 -0.7 -1.3 -0.3
O -0.914697 0.702034 4.482999 -0.8 -0.2 -0.2
H 0.605988 -0.525874 4.202450 0.4 -0.5 -1.5
H -0.631885 -1.333694 4.917047 -0.7 -0.1 0.5
H -2.212120 -1.478544 3.125441 -0.4 0.9 0.0
H -0.739284 -2.155884 2.705550 0.5 0.2 -0.3
H -1.058537 0.624221 2.055403 -0.1 0.1 0.4
H -0.498992 0.875504 5.330760 -0.1 0.3 0.0
C 2.771787 -2.411209 0.447969 1.3 0.3 0.1
C 4.200954 -1.743311 0.292072 -1.1 -0.3 0.7
O 4.828664 -1.659294 1.569193 0.1 -0.4 0.1
O 2.236756 -2.863630 -0.732787 0.0 -0.9 -1.6
H 1.997215 -1.753401 0.842205 0.4 0.3 1.1
H 2.949289 -3.326531 1.012555 -0.1 0.3 0.7
H 4.232326 -0.729096 -0.106026 -0.5 -0.1 -0.6
H 4.763878 -2.428876 -0.341349 0.2 0.2 0.1
H 4.276434 -1.089643 2.109687 0.0 0.1 0.1
H 2.032971 -2.073702 -1.238837 0.0 -0.1 -0.4



18
Properties=species:S:1:pos:R:3:forces:R:3 method="wB97M-V/def2-TZVPD" lumo_ev=-0.30 orbital_gap_ha=0.3433 homo_energy_ha=-0.3542 e_above_lowest_kj_mol=74.5 smiles="O=c1[nH]oc2c(F)c(C(F)(F)F)ccc12" fmax_ev_per_a=4.57 charge=0
O -3.430516 -0.358782 -1.646510 -3.8 1.2 0.9
C -2.353937 -0.759434 -1.390337 1.4 1.7 0.0
N -1.786662 -1.567764 -2.299282 2.9 -1.0 0.2
O -0.329609 -1.429648 -2.105802 0.1 -0.9 -1.2
C -0.121775 -0.713062 -0.961955 -0.6 -0.5 -0.2
C 1.089861 -0.452090 -0.329339 0.5 0.2 -0.9
F 2.219265 -0.919674 -0.867699 0.0 0.0 0.2
C 1.082791 0.394153 0.763386 1.5 -0.3 2.2
C 2.344619 0.814809 1.604437 1.3 0.5 0.4
F 2.905367 -0.039509 2.528363 -1.5 -0.1 -1.1
F 3.354839 1.108168 0.787759 0.1 0.0 -0.6
F 2.147134 1.961898 2.343745 -0.7 -1.0 -0.8
C -0.090120 0.844493 1.332481 -1.7 -2.0 -3.8
C -1.313250 0.564372 0.705912 0.3 0.2 0.2
C -1.291280 -0.249205 -0.425574 -1.1 -0.3 0.0
H -2.184265 -1.619809 -3.274754 1.3 0.4 1.4
H -0.017473 1.400102 2.158375 0.0 2.1 3.0
H -2.224989 1.020983 1.076790 0.0 -0.3 0.0



65
Properties=species:S:1:pos:R:3:forces:R:3 method="wB97M-V/def2-TZVPD" lumo_ev=2.72 orbital_gap_ha=0.3693 homo_energy_ha=-0.2693 fmax_ev_per_a=1.63 charge=-1
B 0.710076 -0.082008 -0.292691 -0.3 0.7 1.0
F -0.184444 0.765493 0.400623 0.1 -0.1 -0.4
F 0.015596 -1.267421 -0.587126 0.3 -0.1 -0.4
F 1.262946 0.556015 -1.403693 -0.4 -0.2 -0.1
F 1.765701 -0.389389 0.614292 0.1 -0.1 -0.2
C -3.123590 1.054643 2.827150 0.2 0.4 0.3
O -3.430393 0.316899 4.011169 -0.1 -0.2 -0.1
H -2.138603 0.743455 2.490212 0.0 -0.1 0.0
H -3.841481 0.907689 2.019050 0.0 -0.1 0.1
H -3.051096 2.120300 3.067000 0.0 0.0 -0.2
H -4.324506 0.541086 4.279394 0.0 0.0 0.0
C 3.146227 -3.301104 0.568808 0.5 0.8 -0.2
O 1.741903 -3.388299 0.521624 0.0 -0.4 -0.1
H 3.461252 -2.478103 1.220912 0.1 -0.2 0.2
H 3.584576 -4.238804 0.904229 -0.3 -0.1 0.2
H 3.603668 -3.070483 -0.403423 -0.2 -0.1 -0.1
H 1.398133 -2.546555 0.202747 0.0 0.0 0.0
C -0.155903 2.082998 -4.141055 0.4 -0.2 0.1
O -1.480708 1.611442 -4.047138 0.1 0.1 -0.3
H -0.136331 3.124383 -4.463572 -0.3 0.0 0.0
H 0.350874 2.012385 -3.173707 0.0 0.1 0.0
H 0.444182 1.509437 -4.859768 -0.1 0.0 0.0
H -1.428355 0.695970 -3.720436 -0.3 0.1 0.2
C -4.236027 1.304476 -1.495593 0.9 0.2 -0.6
O -3.396318 0.688240 -0.528154 -0.4 -0.2 0.1
H -5.102890 0.667218 -1.646613 -0.2 0.1 0.3
H -4.494716 2.333717 -1.235270 -0.3 -0.1 0.2
H -3.711571 1.374494 -2.459081 -0.1 0.0 0.0
H -2.612537 1.228006 -0.372169 0.1 0.0 -0.1
C 1.967145 -2.930422 -3.099005 -0.5 0.6 0.1
O 2.018135 -3.505268 -4.401066 0.3 -0.1 0.1
H 2.924432 -2.597037 -2.690153 0.2 -0.4 -0.2
H 1.338361 -2.031267 -3.100889 -0.1 -0.1 0.0
H 1.505038 -3.656886 -2.435716 0.1 0.0 0.1
H 2.626475 -2.989131 -4.935251 0.0 0.1 0.0
C 2.845023 2.197324 3.127944 0.2 0.4 0.5
O 1.806419 1.999616 2.209644 -0.3 0.2 -0.1
H 3.811897 1.847907 2.757756 0.0 -0.1 0.0
H 2.926319 3.272248 3.319670 0.0 0.0 -0.2
H 2.644280 1.762123 4.116462 0.0 -0.3 -0.2
H 1.863462 1.130262 1.793897 0.0 -0.1 0.1
C -2.047920 -4.309156 0.744743 -0.1 1.2 -1.1
O -1.993822 -4.500075 2.144965 -0.1 -0.4 -0.3
H -3.063458 -4.128601 0.368434 -0.1 -0.2 0.3
H -1.496954 -3.410632 0.434516 0.1 -0.1 0.3
H -1.644954 -5.110058 0.124500 0.1 -0.4 0.7
H -2.786837 -4.082936 2.488359 0.1 0.1 0.2
C -0.706508 3.924036 3.740374 0.0 -1.1 0.6
O -0.756008 3.479659 2.408692 -0.3 0.3 -0.2
H -1.174753 3.199448 4.431317 0.0 0.0 -0.2
H 0.327187 3.995756 4.095932 0.0 0.5 0.0
H -1.277260 4.842756 3.856556 0.3 0.3 -0.2
H -0.078754 2.801283 2.286071 0.2 -0.1 0.0
O 3.144187 2.552068 -2.921051 -0.1 0.1 0.0
H 2.895169 3.425117 -3.234154 0.0 0.0 0.0
H 2.441300 2.294193 -2.309716 -0.1 0.0 0.0
O 4.030715 0.236953 -1.537972 0.0 0.0 0.0
H 3.904449 0.856240 -2.267560 0.3 -0.1 0.0
H 3.171181 0.269786 -1.097942 0.2 -0.2 0.1
O -1.889860 -0.755466 -2.610886 0.1 -0.3 -0.2
H -2.657258 -0.681448 -2.030687 0.1 0.2 0.2
H -1.187526 -1.067491 -2.022589 0.0 0.0 0.0
O -0.200076 -0.851438 2.927057 0.0 -0.1 0.0
H 0.283165 -1.675550 3.040936 0.0 -0.1 0.0
H -0.148031 -0.680075 1.979095 0.0 0.1 0.1



15
Properties=species:S:1:pos:R:3:forces:R:3 method="wB97M-V/def2-TZVPD" lumo_ev=-0.38 orbital_gap_ha=0.3017 homo_energy_ha=-0.3159 e_above_lowest_kj_mol=87.7 smiles="O=C=c1ccccc1=C(Cl)Cl" fmax_ev_per_a=5.95 charge=0
O 2.034937 2.954558 0.562541 -0.4 -1.7 -0.3
C 1.657348 1.858496 0.412617 -0.3 -2.3 -0.3
C 1.100986 0.582487 0.485450 -0.3 0.4 -0.3
C -0.132258 0.855428 1.333080 1.4 0.1 1.7
C -1.340375 0.662111 0.870150 -1.7 0.2 -3.0
C -1.540319 0.329990 -0.616700 1.9 -1.1 0.8
C -0.508771 -0.367755 -1.226328 -2.5 1.1 0.2
C 0.745153 -0.709973 -0.414002 -1.3 -1.2 -1.4
C 0.957307 -2.125522 -0.486554 2.6 5.2 1.4
Cl 2.470272 -2.796989 0.133713 -1.0 0.1 -0.1
Cl 0.042397 -3.090828 -1.486087 -0.4 -1.0 -0.3
H -0.014051 1.171496 2.395174 0.2 -0.2 -0.9
H -2.196113 0.887881 1.480726 -0.2 -0.1 0.1
H -2.473180 0.552082 -1.173747 0.7 -0.1 0.7
H -0.803333 -0.763461 -2.270033 1.3 0.6 1.7